# 1
Here is a cluster of 3 separate species, C18H45N7O7P2S2 in total from the Open Molecules 2025 dataset. Energies are from ωB97M-V with the def2-TZVPD basis set.

Last column: Löwdin charge in e.
Geometry (Å):
S 0.748 3.615 0.282  0.582
S -1.040 8.518 -0.480  0.797
P -3.375 -2.783 -3.125  0.648
P 0.975 -1.478 3.441  0.637
O -3.716 -3.429 -1.820  -0.295
O 0.627 3.467 1.853  -0.188
O 2.110 3.412 -0.092  -0.218
O 1.067 -0.368 4.436  -0.294
O 0.243 5.113 0.226  -0.143
O 3.015 5.963 1.724  -0.142
O -0.168 2.839 -0.479  -0.220
N -2.387 -1.498 -2.545  -0.315
N -0.461 6.806 1.607  0.128
N 0.242 -0.649 2.130  -0.302
N -3.720 -1.931 -4.538  -0.313
N 2.616 -1.933 3.206  -0.328
N -2.569 -4.047 -3.971  -0.333
N 0.369 -2.959 2.924  -0.310
C 3.506 -1.073 2.442  -0.124
C 4.169 5.768 0.919  -0.264
C 0.622 5.858 1.428  -0.395
C -4.441 -0.668 -4.426  -0.117
C 1.141 -4.154 2.608  -0.106
C -1.079 -3.139 2.881  -0.111
C 4.932 4.580 1.491  -0.061
C 0.688 4.771 2.491  -0.052
C -0.977 -1.374 -2.829  -0.134
C -0.623 0.473 2.473  -0.128
C 1.938 6.591 1.079  -0.119
C -3.436 -5.211 -4.131  -0.149
C -1.231 -4.449 -3.571  -0.126
C -0.800 7.525 0.693  -0.756
C 0.878 -0.437 0.849  -0.125
C -2.705 -0.992 -1.216  -0.140
C 3.237 -2.336 4.464  -0.149
C -3.473 -2.371 -5.905  -0.105
H -2.258 -1.611 -0.426  0.074
H 1.893 7.634 1.407  0.141
H -3.537 -5.785 -3.203  0.082
H -1.141 -4.633 -2.492  0.088
H -3.781 -0.962 -1.056  0.069
H -3.041 -5.863 -4.914  0.082
H 5.770 4.302 0.856  0.080
H 1.771 -3.990 1.734  0.079
H -0.122 4.781 3.217  0.144
H 4.222 3.759 1.583  0.068
H 0.459 -4.973 2.381  0.080
H -5.324 -0.654 -5.070  0.081
H -0.772 -1.494 -3.896  0.077
H 3.916 5.535 -0.120  0.114
H -2.405 -2.459 -6.098  0.079
H -0.957 -5.365 -4.097  0.080
H 0.142 -0.113 0.109  0.063
H 1.660 0.332 0.893  0.076
H 3.480 -1.478 5.102  0.082
H -0.052 1.387 2.643  0.062
H 5.277 4.851 2.490  0.077
H 3.287 -1.124 1.377  0.057
H -4.785 -0.501 -3.406  0.071
H -1.422 -3.227 1.847  0.084
H 4.149 -2.902 4.264  0.082
H 3.473 -0.024 2.764  0.089
H -2.341 0.034 -1.105  0.078
H -1.202 0.258 3.369  0.071
H -0.625 -0.372 -2.570  0.079
H -1.344 0.655 1.670  0.082
H -1.592 -2.291 3.332  0.072
H -3.880 -1.634 -6.600  0.080
H -3.790 0.167 -4.700  0.089
H -0.490 -3.709 -3.868  0.058
H 4.531 -1.431 2.547  0.080
H 2.028 6.597 -0.009  0.141
H 1.771 -4.485 3.435  0.068
H 1.606 4.746 3.071  0.138
H 1.302 -1.365 0.455  0.079
H -4.438 -4.903 -4.441  0.074
H -3.950 -3.323 -6.139  0.070
H 4.815 6.652 0.923  0.121
H 2.567 -2.989 5.030  0.073
H -1.385 -4.031 3.433  0.081
H -0.380 -2.096 -2.256  0.075

Output
Lowest unoccupied orbital energy (hartree): -0.006
DFT total energy (eV): -84404.3030
Kohn-Sham gap (eV): 7.7
HOMO energy (eV): -7.900

# 2
Here is a structure of composition C18H46B2MnN2O2 from the Open Molecules 2025 dataset. Energies are from ωB97M-V with the def2-TZVPD basis set.

Last column: Löwdin spin population.
Geometry (Å):
Mn -1.372 0.258 -0.979  4.595
O 0.441 1.733 -0.745  0.031
O -0.309 -1.573 -1.007  0.038
N -1.284 -1.814 0.031  0.036
N 1.587 1.810 -0.074  0.003
C -1.838 -3.949 -1.301  0.002
C -3.197 -1.803 -1.603  0.013
C 3.112 3.121 1.552  0.000
C -2.350 -2.640 -0.579  0.003
C 4.332 2.823 0.607  0.000
C 2.578 -0.168 -1.223  0.000
C -3.441 -3.051 0.487  0.000
C 2.898 2.059 -2.190  0.001
C 1.502 4.413 0.130  0.000
C -3.070 -3.328 1.971  0.000
C 2.749 1.372 -0.845  0.000
C 1.669 3.065 0.819  0.001
C -2.049 -2.177 2.356  0.000
C -0.769 -2.090 1.422  0.003
C 0.625 2.870 1.971  0.001
C -0.089 -0.842 1.978  0.004
C 0.114 -3.343 1.561  0.002
C 3.991 1.488 0.002  0.000
B -2.768 1.288 0.197  0.075
B -1.205 0.231 -3.181  0.061
H -2.568 -4.396 -1.976  0.000
H 2.249 -0.694 -0.327  0.000
H -0.417 2.848 1.651  0.001
H 1.797 -0.356 -1.960  0.000
H 3.201 4.042 2.128  0.000
H -1.292 0.429 -4.238  0.009
H 1.402 5.351 0.676  0.000
H -2.756 0.253 0.501  0.017
H -0.484 0.857 -2.678  0.012
H 0.129 -3.739 2.576  0.000
H -3.953 -3.208 2.599  0.000
H -2.566 -1.219 2.404  0.001
H 3.918 0.716 0.768  0.000
H -2.657 -1.659 -2.539  0.002
H 3.797 1.660 -2.660  0.000
H 0.614 4.353 -0.499  0.000
H 0.748 1.907 2.467  0.000
H 2.344 4.630 -0.527  0.000
H 3.095 2.387 2.358  0.000
H -2.501 -4.243 2.134  0.000
H -0.936 -3.638 -1.829  0.001
H 0.213 -0.968 3.017  0.000
H -0.863 -0.777 -3.007  0.012
H -4.398 -2.531 0.539  0.000
H -1.600 -4.809 -0.674  0.000
H -0.757 -0.003 2.175  0.001
H 4.543 3.633 -0.092  0.000
H -3.661 -0.828 -1.452  0.004
H -1.793 1.676 0.449  0.015
H -3.962 -2.436 -2.052  0.003
H -0.398 -4.153 1.042  0.000
H 3.492 -0.712 -1.463  0.000
H -2.145 0.480 -2.714  0.015
H -3.546 1.849 0.691  0.010
H 5.228 2.740 1.221  0.000
H 0.662 2.388 -1.411  0.001
H -1.799 -2.319 3.408  0.000
H 4.818 1.157 -0.626  0.000
H 0.854 -0.570 1.504  0.000
H 2.920 3.143 -2.073  0.000
H -2.942 1.298 -0.867  0.018
H 0.032 -2.453 -1.182  0.005
H -3.868 -3.989 0.133  0.000
H 1.089 -3.262 1.079  0.000
H 2.014 1.807 -2.776  0.001
H 0.844 3.605 2.745  0.000

Output
Lowest unoccupied orbital energy (alpha / beta) (hartree): 0.015 / 0.014
DFT total energy (eV): -59151.6846
Kohn-Sham gap (alpha / beta) (eV): 9.0 / 9.1
2S+1: 6
HOMO energy (alpha / beta) (eV): -8.638 / -8.742

# 3
Here is a cluster of 7 separate species, C18H46N7O14PS2 in total from the Open Molecules 2025 dataset. Energies are from ωB97M-V with the def2-TZVPD basis set.

Last column: Löwdin charge in e.
Geometry (Å):
S 1.675 -1.416 -0.852  0.894
S 3.345 -2.121 1.436  0.681
P -1.360 -1.081 -2.644  0.867
O -4.581 -0.319 0.533  -0.166
O 6.724 -2.027 3.972  0.046
O -2.600 1.438 -4.942  0.043
O 8.191 1.173 0.817  0.052
O -2.783 -1.977 -2.161  -0.438
O -2.215 3.746 4.182  0.061
O 8.193 -3.079 2.811  0.076
O -1.941 4.218 2.103  0.060
O 6.747 2.226 2.005  0.063
O 7.062 -1.736 -1.103  0.048
O -7.102 1.977 -0.571  0.066
O 6.386 -0.167 -2.401  0.069
O -0.957 2.371 -5.961  0.072
O -9.249 2.066 -0.581  0.060
N -2.132 2.124 -5.824  -0.448
N 0.716 -1.958 1.666  -0.176
N 7.236 -0.913 -1.972  -0.448
N -2.418 4.420 3.198  -0.459
N -8.196 1.543 -0.292  -0.458
N 7.123 -2.998 3.366  -0.451
N 7.133 1.247 1.408  -0.445
C -0.801 -3.360 0.261  -0.082
C 1.837 -1.827 0.880  -1.077
C 0.692 -1.195 2.934  -0.215
C -3.955 -1.404 -0.115  -0.198
C -3.826 -1.203 -1.627  -0.291
C -3.745 0.819 0.708  -0.260
C -0.600 -2.045 1.011  -0.274
C -3.335 5.583 3.353  0.050
C 6.209 -4.170 3.312  0.047
C 6.238 0.060 1.380  0.019
C 8.603 -0.779 -2.542  0.051
C -8.263 0.263 0.469  0.052
C -0.044 0.151 2.886  -0.061
C -3.068 2.713 -6.820  0.050
C 1.120 0.297 -0.710  -0.457
C 0.710 0.855 -2.087  -0.310
C 0.229 -0.161 -3.119  -0.418
C -3.668 1.197 2.181  -0.064
H 0.299 0.369 0.008  0.034
H -0.227 0.494 1.866  0.052
H 8.525 -0.961 -3.610  0.098
H -2.766 2.348 -7.797  0.101
H -0.795 -2.347 -2.821  0.035
H 6.739 -0.709 0.809  0.061
H 0.004 0.391 -4.042  0.053
H -7.246 -0.072 0.645  0.080
H -1.818 -3.392 -0.143  0.062
H 0.555 0.924 3.376  0.083
H 5.309 0.366 0.908  0.086
H -0.665 -4.214 0.929  0.083
H -2.904 6.232 4.109  0.100
H -2.949 3.791 -6.771  0.101
H -0.114 -3.446 -0.580  0.041
H 6.061 -0.239 2.409  0.078
H -0.779 -1.195 0.341  0.047
H -4.580 -2.281 0.086  0.131
H -3.584 0.302 2.803  0.079
H 1.951 0.887 -0.307  0.086
H -1.350 -1.976 1.808  0.123
H -3.685 -0.127 -1.829  0.102
H -4.073 2.403 -6.563  0.095
H -2.082 -0.515 -3.695  0.022
H -2.741 0.625 0.298  0.102
H -8.794 0.474 1.393  0.099
H 5.293 -3.840 2.830  0.050
H 8.923 0.240 -2.352  0.101
H 0.228 -1.837 3.691  0.119
H 6.010 -4.472 4.335  0.101
H -3.418 6.076 2.393  0.094
H 1.732 -1.067 3.243  0.074
H -4.578 1.724 2.485  0.076
H 1.554 1.423 -2.493  0.108
H 9.243 -1.501 -2.050  0.096
H -1.000 0.109 3.414  0.068
H 6.696 -4.955 2.747  0.095
H 1.021 -0.876 -3.381  0.053
H -2.805 1.842 2.357  0.041
H -0.107 1.566 -1.899  0.108
H -4.172 1.651 0.134  0.118
H -4.763 -1.493 -2.117  0.121
H -1.393 -0.429 -1.391  0.026
H -8.827 -0.439 -0.137  0.100
H -4.290 5.193 3.693  0.100
H -2.965 -1.601 0.321  0.085

Output
Lowest unoccupied orbital energy (hartree): 0.000
DFT total energy (eV): -89447.6974
Kohn-Sham gap (eV): 8.0
HOMO energy (eV): -8.060

# 4
Here is a cluster of 4 separate species, C18H46NO7 in total from the Open Molecules 2025 dataset. Energies are from ωB97M-V with the def2-TZVPD basis set.

Last column: Löwdin charge in e.
Geometry (Å):
O 3.300 0.634 -0.855  -0.205
O -2.999 5.931 2.287  -0.181
O -3.167 -1.803 2.711  -0.167
O 2.429 3.355 0.181  -0.201
O -1.357 -1.354 0.431  -0.326
O 3.311 -3.782 -2.151  -0.166
O -1.125 3.857 1.312  -0.208
N -0.684 -3.010 -0.552  0.172
C -3.328 4.573 2.056  -0.208
C -3.910 -2.736 1.945  -0.088
C 3.123 -4.817 -1.210  -0.094
C 2.580 -2.597 -1.974  -0.214
C -1.776 -2.055 2.725  -0.190
C -2.297 -0.412 -0.081  -0.026
C 1.660 2.174 0.090  -0.217
C -2.137 3.670 2.284  -0.209
C 2.447 0.897 0.243  -0.207
C 2.697 3.969 -1.070  -0.092
C 4.674 0.877 -0.586  -0.091
C -1.233 -3.778 -1.746  -0.120
C 1.313 -2.472 -2.868  -0.150
C 0.034 4.548 1.747  -0.100
C 0.733 -3.766 -3.417  -0.175
C -1.036 -1.117 1.797  -0.150
C -0.171 -4.572 -2.479  -0.175
C -2.794 6.673 1.099  -0.104
H -0.826 -2.007 -0.688  0.066
H -1.249 -0.079 2.066  0.135
H 3.386 4.791 -0.891  0.094
H -2.627 -0.764 -1.057  0.102
H 0.636 4.738 0.866  0.077
H 0.607 3.904 2.422  0.092
H -3.947 -3.706 2.450  0.099
H -2.376 7.637 1.383  0.091
H 4.829 1.873 -0.168  0.090
H 4.065 -5.087 -0.750  0.092
H 1.601 -1.869 -3.717  0.116
H 1.721 0.073 0.274  0.103
H 3.003 0.889 1.185  0.133
H -0.181 5.495 2.247  0.097
H -1.945 -4.480 -1.334  0.124
H -3.719 4.434 1.043  0.125
H 3.234 -1.792 -2.281  0.115
H -1.822 0.567 -0.197  0.106
H -1.163 -3.251 0.314  0.139
H -3.167 -0.320 0.572  0.103
H 3.155 3.269 -1.773  0.086
H -3.744 6.841 0.580  0.090
H -2.452 2.624 2.195  0.111
H -1.568 -3.097 2.460  0.122
H 5.071 0.126 0.106  0.091
H 0.043 -1.280 1.915  0.135
H -0.713 -5.291 -3.082  0.122
H -1.423 -1.888 3.748  0.142
H 1.775 4.369 -1.506  0.091
H 1.103 2.152 -0.852  0.133
H -2.098 6.169 0.424  0.082
H 1.536 -4.380 -3.799  0.118
H 0.127 -3.511 -4.280  0.117
H -4.117 4.302 2.765  0.128
H 5.212 0.803 -1.529  0.092
H -3.489 -2.863 0.944  0.072
H -1.748 3.810 3.297  0.131
H 0.377 -5.168 -1.757  0.103
H 2.376 -2.395 -0.918  0.104
H -4.924 -2.352 1.854  0.101
H -1.800 -3.109 -2.376  0.130
H 0.556 -1.880 -2.366  0.091
H 0.323 -3.155 -0.464  0.137
H 0.930 2.222 0.906  0.105
H 2.402 -4.545 -0.441  0.073
H 2.748 -5.706 -1.711  0.086

Output
Lowest unoccupied orbital energy (hartree): -0.096
Total charge: +1
DFT total energy (eV): -35222.5876
Kohn-Sham gap (eV): 8.5
HOMO energy (eV): -11.095